62
Properties=species:S:1:pos:R:3:mulliken_charge:R:1 method="wB97M-V/def2-TZVPD" total_charge=-1 energy_ev=-93391.5223 e_lumo_ha=0.1007
Cu 2.23834 -0.39958 1.52803 -1.138
C 0.04821 0.71461 -5.09435 -1.651
C 0.74744 1.12609 -3.82611 1.067
C 0.73958 2.45045 -3.40391 -0.711
C 1.39559 2.83070 -2.23953 -0.294
C 2.06179 1.87723 -1.48736 -0.060
C 2.07404 0.54724 -1.88905 -0.359
C 1.42202 0.18288 -3.05346 -0.672
S 2.88219 2.32345 0.02848 1.229
O 2.87240 3.77205 0.08410 -0.752
O 4.16187 1.66649 0.01019 -0.730
N 2.00014 1.64117 1.17222 -0.447
C 0.77072 2.12548 1.53718 0.609
C 0.16495 3.31798 1.16306 -0.503
C -1.11758 3.66521 1.62231 -0.890
C -1.83681 2.86482 2.46621 -0.956
C -1.26398 1.64303 2.88931 1.463
C -1.92917 0.74044 3.74905 -0.577
C -1.33438 -0.43749 4.09718 -0.593
C -0.05654 -0.72287 3.57975 -0.426
N 0.58951 0.09479 2.78887 -0.473
C 0.01877 1.27288 2.43065 0.481
H -0.73715 1.42339 -5.35913 0.369
H -0.40390 -0.27233 -4.98876 0.351
H 0.74995 0.66786 -5.93098 0.348
H 0.21039 3.19481 -3.98918 0.324
H 1.40217 3.86152 -1.91143 0.478
H 2.57506 -0.19417 -1.27946 0.344
H 1.41518 -0.85943 -3.35200 0.329
H 0.69945 4.00000 0.52142 0.515
H -1.54295 4.60488 1.28804 0.359
H -2.82548 3.14212 2.81127 0.354
H -2.91686 0.99662 4.11694 0.381
H -1.82438 -1.14985 4.74760 0.385
H 0.44042 -1.65762 3.81534 0.446
C 4.47517 -2.43421 1.24501 -1.222
C 3.03391 -2.05357 0.91508 1.202
O 2.43003 -2.84936 0.17837 -0.683
H 4.75077 -3.39282 0.79168 0.330
H 4.59643 -2.47604 2.33131 0.234
H 5.13511 -1.63900 0.88710 0.253
C -3.36714 -0.57127 0.36357 -0.962
N -2.22712 -0.61445 -0.53736 0.168
C -1.76899 0.71749 -0.89721 -0.150
C -1.20534 -1.52073 -0.20977 -0.050
N 0.00054 -1.13893 -0.13125 0.177
N -1.67873 -2.82761 0.02128 0.203
C -0.68521 -3.76577 0.50831 -1.023
C -2.53349 -3.40246 -1.00185 -1.253
H -3.12848 -0.02645 1.28819 0.081
H -3.68300 -1.57636 0.63172 0.402
H -4.19676 -0.05802 -0.12799 0.370
H -2.59641 1.24852 -1.37429 0.399
H -0.93238 0.64848 -1.58633 -0.232
H -1.43734 1.29239 -0.02616 0.014
H 0.68665 -1.89438 -0.04245 0.098
H -0.13847 -3.33215 1.34368 0.238
H 0.05350 -4.04231 -0.25412 0.405
H -1.19784 -4.66736 0.84954 0.295
H -3.24567 -2.66423 -1.35997 0.408
H -3.08011 -4.25193 -0.58570 0.361
H -1.95062 -3.76231 -1.86287 0.336

---

38
Properties=species:S:1:pos:R:3:mulliken_charge:R:1 method="wB97M-V/def2-TZVPD" total_charge=0 energy_ev=-23411.0186 smiles="N#CCCC1=CC(CCC#N)(CCC#N)c2ccccc21" e_lumo_ha=0.0056
N 5.36051 1.56502 -3.32651 -0.436
C 4.26337 1.29554 -3.05855 0.154
C 2.90132 0.95607 -2.63907 -0.293
C 2.64253 1.22516 -1.12319 -1.365
C 1.40448 0.53452 -0.62673 0.774
C 0.30184 1.16179 -0.18209 -1.848
C -0.76005 0.25311 0.38812 3.057
C -1.99194 0.50108 -0.54000 -1.347
C -3.06208 -0.56445 -0.33654 -0.070
C -4.37455 -0.14323 -0.85031 0.006
N -5.46346 0.17135 -1.21363 -0.475
C -1.03399 0.54665 1.88475 -1.330
C -1.66139 1.91979 2.15265 -0.175
C -2.00500 2.08826 3.55952 0.031
N -2.27561 2.20126 4.68666 -0.453
C -0.05025 -1.09301 0.25702 -1.126
C -0.35708 -2.33490 0.83548 -0.060
C 0.58555 -3.36610 0.79109 -0.873
C 1.81089 -3.15286 0.10240 -0.755
C 2.11601 -1.91916 -0.47420 -0.539
C 1.19726 -0.90157 -0.36370 0.753
H 2.16443 1.50067 -3.23628 0.358
H 2.74147 -0.09870 -2.89162 0.317
H 2.61863 2.33378 -0.95919 0.374
H 3.53168 0.85715 -0.58646 0.446
H 0.22056 2.26115 -0.14811 0.231
H -1.64403 0.52151 -1.58611 0.564
H -2.43749 1.49937 -0.36874 0.434
H -2.77775 -1.48654 -0.85338 0.361
H -3.16350 -0.77914 0.74630 0.208
H -0.11302 0.47664 2.47387 0.472
H -1.65456 -0.26210 2.29258 0.417
H -2.61860 2.04531 1.61184 0.227
H -1.02995 2.71464 1.79470 0.381
H -1.29965 -2.50758 1.39177 0.309
H 0.35032 -4.33168 1.23538 0.402
H 2.47867 -3.98647 0.07517 0.417
H 3.08439 -1.70232 -0.91491 0.453

---

14
Properties=species:S:1:pos:R:3:mulliken_charge:R:1 method="wB97M-V/def2-TZVPD" total_charge=0 energy_ev=-19422.2245 smiles="O=C1NN=C[C@H]1OC(F)(F)F" e_lumo_ha=0.0012
O -1.28060 -2.34430 -0.85378 -0.582
C -0.96761 -1.25043 -0.36257 0.259
N -1.76381 -0.81060 0.68895 0.143
N -1.62242 0.44624 1.07113 -0.650
C -0.80176 1.06639 0.34522 -0.239
C -0.25842 0.21779 -0.74873 0.102
O 1.18003 0.62737 -1.03751 -0.383
C 2.06542 0.32708 -0.10625 0.962
F 2.14990 -1.04405 0.21561 -0.259
F 3.18679 0.89678 -0.40758 -0.219
F 1.69085 0.88544 1.06371 -0.289
H -2.40165 -1.43508 1.25208 0.272
H -0.43811 1.99469 0.54853 0.553
H -0.73861 0.42267 -1.66883 0.330

---

7
Properties=species:S:1:pos:R:3:mulliken_charge:R:1 method="wB97M-V/def2-TZVPD" total_charge=0 energy_ev=-9364.9571 smiles=C#[N+][O-].OF e_lumo_ha=0.0184
C 0.30175 -1.29531 0.86118 -0.190
N 1.29863 -0.81017 0.55211 0.471
O 2.31044 -0.32841 0.23089 -0.571
H -0.61238 -1.51875 0.44577 0.303
O -0.76237 0.89236 -0.64725 -0.209
F -1.98387 1.31310 -1.25801 -0.164
H -0.55221 1.74719 -0.18468 0.360

---

75
Properties=species:S:1:pos:R:3:mulliken_charge:R:1 method="wB97M-V/def2-TZVPD" total_charge=0 energy_ev=-52011.8699 smiles="C[C@H]1COC(=O)O1.C[C@H]1COC(=O)O1.C[C@H]1COC(=O)O1.COC(=O)OC.CCCC#N.CCCC#N" e_lumo_ha=0.0102
C -15.56700 -5.77800 8.16000 -1.646
C -15.44300 -7.26300 8.01300 0.422
C -14.45400 -7.89100 9.01800 -0.207
O -15.24100 -8.93000 9.55800 -0.232
C -16.37700 -8.86800 9.21800 0.622
O -17.28800 -9.65600 9.59900 -0.717
O -16.63500 -8.02700 8.31100 -0.352
H -14.72700 -5.28400 7.67200 0.516
H -15.71400 -5.45300 9.18600 -0.029
H -16.33600 -5.51700 7.62800 0.746
H -15.18100 -7.40500 6.97400 0.413
H -14.17500 -7.16200 9.69800 -0.127
H -13.64300 -8.21600 8.34500 0.481
C -18.14200 -4.48400 12.67400 -1.510
C -17.29100 -4.82500 11.52500 0.404
C -16.85200 -6.31500 11.67100 0.688
O -17.79100 -6.93300 10.81100 -0.419
C -18.37500 -5.98400 9.97300 0.443
O -19.01500 -6.18600 8.97200 -0.616
O -18.07200 -4.85200 10.34400 0.094
H -18.26400 -3.42100 12.51600 0.284
H -17.68300 -4.68500 13.58800 0.318
H -19.16300 -4.96700 12.48900 0.377
H -16.52900 -4.16400 11.25900 -0.085
H -16.89900 -6.77600 12.65800 0.461
H -15.85400 -6.59400 11.26100 -0.498
C -20.85700 -2.10000 7.72600 -1.818
C -19.93400 -2.83900 8.70500 0.560
C -18.77600 -2.02300 9.10300 0.117
O -19.10400 -1.66900 10.48500 -0.283
C -20.08700 -2.32400 10.87200 0.710
O -20.42400 -2.23300 12.02600 -0.635
O -20.62500 -3.08700 9.90400 -0.345
H -20.46200 -1.91500 6.77200 0.456
H -21.31000 -1.12000 8.08000 0.310
H -21.65500 -2.77300 7.62500 0.480
H -19.58700 -3.80000 8.31200 0.127
H -18.69700 -1.14300 8.47800 0.489
H -17.78900 -2.65600 8.91700 -0.138
C -15.10200 -4.19700 14.95800 -1.164
O -14.93400 -4.36200 13.55300 0.073
C -13.71500 -4.34300 13.01600 0.441
O -12.53700 -3.88200 13.69900 -0.677
O -13.72700 -4.71100 11.75300 0.146
C -12.62500 -4.92700 10.88600 -0.844
H -15.07600 -5.12200 15.45900 0.310
H -15.87700 -3.57000 15.29200 0.408
H -14.33100 -3.50200 15.28400 0.445
H -12.20800 -4.07900 10.33200 0.292
H -12.89600 -5.46400 10.02700 0.188
H -11.77000 -5.27600 11.43800 0.416
C -16.82300 -0.57500 13.02200 -1.552
C -15.98500 -1.53100 12.20500 0.807
C -15.71300 -0.90500 10.85600 -0.278
C -15.21600 -1.93000 9.93900 0.101
N -14.77600 -2.74400 9.24300 -0.516
H -16.44300 0.39400 13.35900 0.415
H -17.20700 -1.09300 13.92300 0.299
H -17.73200 -0.22400 12.48900 0.228
H -16.65500 -2.27700 11.93300 -0.391
H -15.17400 -1.81900 12.81300 0.356
H -15.09800 0.01000 10.95400 0.487
H -16.66500 -0.56900 10.32600 0.109
C -12.78700 -10.48300 13.33600 -1.091
C -13.56400 -9.58300 12.36600 -0.242
C -15.04300 -9.49400 12.82000 0.673
C -15.26600 -8.82300 14.14400 0.198
N -15.49300 -8.26500 15.09600 -0.541
H -12.97500 -11.55300 12.98800 0.285
H -13.10600 -10.41800 14.42900 0.281
H -11.67800 -10.21700 13.29400 0.309
H -13.69500 -10.13200 11.42700 0.233
H -13.19400 -8.63500 12.22900 0.292
H -15.53100 -10.45000 12.81700 0.471
H -15.54000 -8.85000 12.14000 -0.827